Entry 1:
12
Properties=species:S:1:pos:R:3 method="wB97M-V/def2-TZVPD" gap_ev=9.29 e_homo_ev=-8.76 max_force_ha_per_bohr=0.09405 smiles="C=N/C(Br)=C(/C)F"
C 0.077 2.446 -0.310
N -0.773 1.686 0.244
C -0.789 0.278 0.094
Br -2.462 -0.521 -0.090
C 0.303 -0.509 0.068
C 0.215 -2.041 0.157
F 1.483 0.065 0.319
H 0.281 3.507 -0.057
H 0.861 2.249 -1.020
H 0.346 -2.463 1.111
H 1.124 -2.362 -0.293
H -0.665 -2.335 -0.223

=====

Entry 2:
15
Properties=species:S:1:pos:R:3 method="wB97M-V/def2-TZVPD" gap_ev=9.27 e_homo_ev=-8.50 max_force_ha_per_bohr=0.10820
C -1.352 1.161 -0.279
C 0.370 -0.757 0.061
C 1.615 -0.077 0.616
C 1.098 1.276 0.394
H -4.086 -1.091 -0.043
H -1.040 2.275 -0.549
H 0.203 -0.855 -1.101
H 0.071 -1.710 0.397
H 1.749 -0.328 1.641
H 1.168 2.191 0.965
H 1.178 1.548 -0.658
N -2.530 0.695 -0.636
N -0.199 0.622 0.441
S -2.681 -0.817 0.140
Cl 3.080 -0.459 -0.370

=====

Entry 3:
12
Properties=species:S:1:pos:R:3 method="wB97M-V/def2-TZVPD" gap_ev=9.53 e_homo_ev=-9.30 max_force_ha_per_bohr=0.07607 smiles="O=c1ccoc(O)c1"
O -1.440 -2.076 -0.429
C -0.747 -1.132 -0.306
C 0.615 -1.210 -1.009
C 1.473 -0.256 -0.746
O 1.149 0.911 -0.027
C -0.105 1.101 0.496
O -0.090 2.160 1.358
C -1.091 0.117 0.366
H 0.769 -2.162 -1.624
H 2.598 -0.289 -0.965
H 0.918 2.351 1.676
H -2.101 0.415 0.889

=====

Entry 4:
11
Properties=species:S:1:pos:R:3 method="wB97M-V/def2-TZVPD" gap_ev=10.90 e_homo_ev=-10.65 max_force_ha_per_bohr=0.06466 smiles="CC(=O)F.O=NO"
C -0.506 -0.419 0.583
C 0.766 0.322 0.388
O 1.854 -0.071 0.202
F 0.558 1.724 0.430
H -0.751 -0.483 1.699
H -1.345 0.208 0.152
H -0.368 -1.380 0.200
O -0.297 1.427 -2.983
N 0.419 0.721 -2.406
O 1.640 1.341 -2.395
H 2.151 0.930 -1.690

=====

Entry 5:
118
Properties=species:S:1:pos:R:3 method="wB97M-V/def2-TZVPD" gap_ev=10.41 e_homo_ev=-9.93 max_force_ha_per_bohr=0.08640 smiles="CCOC(C)=O.CCOC(C)=O.CCOC(C)=O.CCOC(C)=O.CCOC(C)=O.CCOC(C)=O.CCOC(C)=O.CCOC(C)=O.CO"
C 11.725 -7.042 16.407
C 11.258 -5.861 17.195
O 11.435 -4.798 16.289
C 12.330 -3.790 16.467
C 12.147 -2.817 15.289
O 13.075 -3.671 17.431
H 11.155 -7.110 15.481
H 11.699 -8.003 16.920
H 12.772 -7.010 16.109
H 10.181 -5.950 17.338
H 11.814 -5.767 18.128
H 12.742 -1.913 15.420
H 11.105 -2.496 15.293
H 12.333 -3.266 14.313
C 16.417 -7.139 17.123
C 15.647 -6.085 16.248
O 16.543 -5.675 15.194
C 16.392 -4.638 14.398
C 17.604 -4.467 13.513
O 15.446 -3.859 14.419
H 16.702 -8.032 16.567
H 15.790 -7.445 17.961
H 17.390 -6.786 17.465
H 14.792 -6.525 15.735
H 15.378 -5.182 16.796
H 17.405 -3.725 12.740
H 17.748 -5.400 12.968
H 18.447 -4.204 14.152
C 13.147 -5.389 21.078
C 14.217 -5.882 20.066
O 15.508 -5.945 20.582
C 15.952 -7.105 21.170
C 17.394 -6.901 21.621
O 15.330 -8.115 21.418
H 13.252 -4.322 21.276
H 13.267 -5.940 22.011
H 12.142 -5.585 20.706
H 13.967 -6.833 19.595
H 14.369 -5.183 19.244
H 17.484 -6.866 22.706
H 17.721 -5.938 21.230
H 18.024 -7.708 21.245
C 16.916 1.362 19.426
C 16.274 1.274 18.021
O 15.913 2.618 17.596
C 14.816 3.292 18.034
C 14.545 4.615 17.431
O 14.029 2.843 18.888
H 17.372 0.426 19.750
H 16.183 1.737 20.140
H 17.778 2.029 19.405
H 17.016 0.984 17.277
H 15.423 0.597 17.955
H 13.564 4.661 16.958
H 15.287 4.735 16.642
H 14.560 5.359 18.228
C 12.200 -0.100 18.448
C 11.350 0.604 17.384
O 9.949 0.317 17.658
C 9.041 0.700 16.706
C 7.625 0.154 16.972
O 9.221 1.507 15.794
H 13.236 -0.101 18.110
H 11.994 -1.138 18.706
H 12.119 0.410 19.408
H 11.534 1.676 17.463
H 11.694 0.231 16.419
H 7.781 -0.708 17.621
H 7.219 -0.179 16.017
H 6.949 0.841 17.481
C 19.346 -1.681 20.251
C 20.789 -2.019 19.902
O 20.965 -3.112 18.939
C 20.452 -3.024 17.692
C 20.522 -4.358 16.983
O 20.036 -2.035 17.139
H 18.888 -1.331 19.326
H 19.327 -0.841 20.946
H 18.848 -2.578 20.616
H 21.282 -1.156 19.455
H 21.321 -2.285 20.815
H 20.403 -4.294 15.901
H 19.737 -5.009 17.368
H 21.508 -4.793 17.149
C 16.622 -0.167 13.672
C 15.348 -0.259 14.574
O 14.601 0.924 14.687
C 13.554 1.077 13.897
C 12.600 2.124 14.448
O 13.270 0.383 12.878
H 17.085 -1.146 13.544
H 17.385 0.447 14.150
H 16.454 0.218 12.666
H 14.790 -1.170 14.363
H 15.647 -0.497 15.595
H 11.543 1.861 14.394
H 12.616 3.051 13.875
H 12.785 2.276 15.511
C 15.523 -1.898 21.456
C 15.972 -3.171 22.229
O 15.093 -3.317 23.336
C 15.385 -4.357 24.229
C 14.388 -4.484 25.331
O 16.303 -5.177 24.078
H 15.705 -0.963 21.985
H 14.455 -1.916 21.240
H 15.981 -1.846 20.468
H 15.970 -4.066 21.607
H 16.990 -2.982 22.568
H 14.958 -4.427 26.258
H 13.823 -5.414 25.268
H 13.746 -3.603 25.313
C 16.684 -2.322 17.618
O 15.406 -1.910 17.900
H 17.388 -1.515 17.821
H 16.945 -3.204 18.202
H 16.802 -2.567 16.562
H 14.818 -2.654 17.750

=====

Entry 6:
15
Properties=species:S:1:pos:R:3 method="wB97M-V/def2-TZVPD" gap_ev=9.81 e_homo_ev=-8.56 max_force_ha_per_bohr=0.00828 smiles=C[C@@]12[C@@H]3[C@H]4[C@@H]3[C@@H]1[C@H]42
C 2.031 0.008 0.035
C 0.533 -0.015 0.032
C -0.510 -1.149 -0.182
C -1.448 -0.166 -0.852
C -1.519 -0.386 0.639
C -0.479 0.731 0.879
C -0.417 0.967 -0.617
H 2.395 0.965 0.429
H 2.446 -0.789 0.661
H 2.442 -0.113 -0.976
H -0.434 -2.230 -0.203
H -2.195 -0.322 -1.624
H -2.329 -0.801 1.225
H -0.310 1.412 1.707
H -0.205 1.887 -1.152